Molecular formula: C21H49Cl10NO4
Method: DFT, ωB97M-V with the def2-TZVPD basis set

Each line ends with the Mulliken charge.
Element x y z (Å)
C: 3.61156 0.15673 25.73672  -1.043
C: 2.76208 -0.03928 26.97325  0.737
N: 1.48445 0.04488 26.84355  -0.349
O: 3.19015 -0.40639 28.09116  -0.665
H: 3.19655 -0.35505 24.86841  0.300
H: 4.61569 -0.26304 25.67668  0.307
H: 3.71372 1.20843 25.46916  0.284
H: 0.94614 0.03947 27.69812  0.237
H: 1.08447 0.21885 25.93259  0.192
C: 0.40168 -1.06479 11.87664  -1.512
C: 0.70783 -0.97236 13.35055  0.662
C: 1.99778 -0.21213 13.69804  -1.219
O: -0.43788 -0.46616 13.97427  -0.557
H: 1.25962 -1.42330 11.30789  0.374
H: 0.26615 -0.10028 11.38729  0.411
H: -0.41522 -1.70974 11.55288  0.408
H: 0.73259 -1.94771 13.83652  0.155
H: 2.03911 0.07771 14.74798  0.345
H: 2.17250 0.69972 13.12698  0.291
H: 2.74840 -0.94918 13.41270  0.317
H: -0.99950 -0.21277 13.23808  0.325
C: -1.97117 -3.48812 22.60255  -1.238
C: -2.15824 -2.35897 21.53898  0.480
C: -3.21656 -2.47243 20.44550  -1.204
O: -2.34226 -1.23125 22.26429  -0.509
H: -1.67894 -4.48404 22.26962  0.348
H: -2.94822 -3.77119 22.99415  0.279
H: -1.34039 -3.24866 23.45863  0.319
H: -1.14490 -2.20752 21.16709  0.194
H: -3.17127 -3.43166 19.92980  0.315
H: -3.00147 -1.76381 19.64569  0.343
H: -4.25979 -2.31484 20.71924  0.340
H: -3.30198 -1.20822 22.26760  0.334
C: -10.29502 -0.92880 24.82762  -1.328
C: -8.81412 -1.50137 24.96203  0.486
C: -8.83293 -2.98252 24.47829  -1.338
O: -7.95135 -0.76846 24.19678  -0.508
H: -11.00259 -1.66477 25.20945  0.362
H: -10.74739 -0.88089 23.83708  0.397
H: -10.43971 0.06094 25.26071  0.385
H: -8.40458 -1.51953 25.97200  0.163
H: -7.80262 -3.25130 24.24525  0.340
H: -9.31044 -3.11644 23.50764  0.322
H: -9.28360 -3.68126 25.18310  0.360
H: -8.43910 0.04553 24.34201  0.357
Cl: -5.79154 6.50101 24.54900  -0.185
C: -4.39427 5.58466 23.78430  -0.454
C: -4.37515 5.85476 22.25082  -0.400
Cl: -5.84067 5.07638 21.53851  -0.175
H: -4.46337 4.57567 24.19082  0.321
H: -3.48684 5.99879 24.22380  0.278
H: -3.45921 5.43866 21.83128  0.288
H: -4.23058 6.87704 21.90133  0.329
Cl: -6.78378 -1.61874 13.59498  -0.179
C: -6.80824 -0.74863 15.18286  -0.424
C: -8.05515 0.06602 15.41153  -0.438
Cl: -9.41702 -0.98955 15.93623  -0.179
H: -5.95496 -0.07209 15.23099  0.284
H: -6.71764 -1.38398 16.06389  0.325
H: -8.27496 0.54750 14.45866  0.310
H: -7.87182 0.88004 16.11285  0.301
Cl: -5.58401 -4.78413 30.91423  -0.181
C: -5.49090 -5.96473 29.63498  -0.398
C: -6.75066 -6.84244 29.63952  -0.427
Cl: -6.46995 -8.27938 28.65584  -0.197
H: -4.71265 -6.71992 29.74499  0.299
H: -5.39921 -5.39717 28.70893  0.289
H: -7.63564 -6.33166 29.26003  0.326
H: -6.78687 -7.26034 30.64557  0.287
Cl: 1.45094 -7.86780 18.67667  -0.155
C: 2.76972 -9.02364 18.43096  -0.434
C: 4.08667 -8.27968 18.22002  -0.410
Cl: 4.43627 -7.57179 19.77719  -0.175
H: 2.57147 -9.55286 17.49890  0.267
H: 2.76144 -9.81859 19.17667  0.338
H: 4.07813 -7.45970 17.50192  0.301
H: 4.90568 -8.96355 17.99725  0.268
Cl: -5.16867 -9.77998 21.71890  -0.205
C: -5.37853 -11.51513 22.29926  -0.393
C: -6.94300 -11.80654 22.16987  -0.463
Cl: -7.40075 -13.49604 22.49971  -0.194
H: -4.98411 -11.55724 23.31452  0.311
H: -4.83515 -12.16950 21.61761  0.305
H: -7.29145 -11.53708 21.17284  0.324
H: -7.42840 -11.14664 22.88891  0.314

The SMILES is CC(N)=O.CC(C)O.CC(C)O.CC(C)O.ClCCCl.ClCCCl.ClCCCl.ClCCCl.ClCCCl. As for the energy above the lowest of the compared OMol25 structures with the same formula, charge and spin: 100.0 kcal/mol. The largest force on an atom is 0.1034 hartree/bohr. The calculation puts the HOMO energy at -9.45 eV. The orbital gap is 9.67 eV. As for the spin multiplicity: 1.

=====

Molecular formula: C21H49ClN7O12V
Method: DFT, ωB97M-V with the def2-TZVPD basis set

Each line ends with the Mulliken charge.
Element x y z (Å)
O: -0.07371 0.31415 -1.60709  -0.724
V: -0.22834 -0.09322 -0.11417  0.710
Cl: 3.78706 1.15152 -2.33132  1.688
O: 3.72274 0.38907 -3.54859  -0.772
O: 4.53721 2.31778 -2.67692  -0.761
O: 2.50888 1.55621 -1.90318  -0.532
O: 4.39989 0.29410 -1.41349  -0.648
C: -3.54593 0.27044 -0.66305  -0.254
O: -2.40318 0.50136 -0.31741  0.081
N: -3.96156 -0.23923 -1.88231  0.314
C: -5.34764 -0.62757 -2.26684  -0.995
C: -2.97239 -0.63957 -2.82756  -1.012
H: -4.37770 0.44733 0.03630  0.334
H: -5.46029 -1.65588 -2.61033  0.344
H: -5.74524 0.01321 -3.05385  0.293
H: -5.90925 -0.68305 -1.33430  0.341
H: -3.40034 -0.72832 -3.82611  0.558
H: -2.01380 -0.12660 -2.74963  0.060
H: -2.64948 -1.64010 -2.53987  0.283
C: 2.95938 -0.15511 1.72122  -0.266
O: 1.79885 0.03532 1.41433  -0.308
N: 3.44395 -1.18922 2.43235  0.279
C: 4.78290 -1.16460 2.95226  -1.040
C: 2.53416 -2.24600 2.83593  -0.831
H: 3.73525 0.55220 1.38966  0.367
H: 5.03510 -2.18491 3.24118  0.367
H: 4.88136 -0.67086 3.91902  0.364
H: 5.54458 -0.73212 2.30349  0.328
H: 1.49772 -1.91055 2.87274  0.024
H: 2.66939 -3.21611 2.35772  0.260
H: 2.62799 -2.40773 3.90976  0.493
C: -1.38613 -0.76582 3.16558  -0.018
O: -1.01667 -0.46256 2.00227  -0.456
N: -1.47984 0.05883 4.20053  0.253
C: -1.10253 1.43815 4.04795  -0.393
C: -2.03673 -0.34993 5.46485  -0.927
H: -1.51243 -1.76084 3.61964  0.236
H: -1.93320 2.14306 4.08274  0.383
H: -0.77155 1.74885 3.05699  -0.398
H: -0.26900 1.76659 4.66880  0.345
H: -2.19310 -1.42770 5.51012  0.325
H: -1.33377 -0.14943 6.27339  0.347
H: -2.98851 0.11418 5.72338  0.318
C: 2.22349 -2.18712 -1.53156  0.003
O: 1.29386 -1.76428 -0.85893  -0.133
N: 2.60689 -3.54385 -1.43065  0.239
C: 2.00877 -4.58787 -0.50299  -0.914
C: 3.40063 -4.18885 -2.46523  -1.116
H: 2.72115 -1.66543 -2.36364  0.148
H: 2.86129 -5.14558 -0.11533  0.488
H: 1.45602 -5.37158 -1.02103  0.295
H: 1.33276 -4.21461 0.26627  0.048
H: 3.75883 -3.54023 -3.26465  0.365
H: 4.29922 -4.62142 -2.02530  0.360
H: 2.89047 -5.06131 -2.87345  0.297
C: -1.34868 4.00951 -2.46021  -0.086
O: -1.15249 2.84739 -2.39740  -0.447
N: -0.38178 4.90631 -2.35651  0.309
C: -0.58487 6.31372 -2.02444  -0.963
C: 1.01578 4.54183 -2.46469  -1.029
H: -2.33272 4.49916 -2.52444  0.336
H: -0.18790 6.72685 -1.09716  0.259
H: -1.62908 6.62490 -1.99466  0.345
H: -0.11301 6.90788 -2.80702  0.357
H: 1.68375 5.17058 -3.05339  0.392
H: 1.38303 4.45192 -1.44237  0.232
H: 1.21459 3.54929 -2.86897  0.275
C: -1.49862 -3.26222 -0.12476  0.040
O: -1.19910 -2.10339 -0.32389  -0.253
N: -1.46369 -4.18144 -1.15417  0.617
C: -2.02458 -5.49890 -1.14768  -1.022
C: -1.01761 -3.89038 -2.52957  -1.293
H: -1.77544 -3.84821 0.76529  0.225
H: -1.38379 -6.31006 -1.49337  0.254
H: -2.83953 -5.35144 -1.85636  0.383
H: -2.34529 -5.79009 -0.14746  0.273
H: -0.42886 -4.68803 -2.98260  0.411
H: -1.89305 -3.82578 -3.17573  0.438
H: -0.51688 -2.92225 -2.53975  0.219
C: 0.48093 2.79214 1.19157  -0.425
O: 0.07077 1.78533 0.59200  0.082
N: -0.25435 3.86913 1.44500  0.585
C: 0.29499 5.03986 2.10281  -1.058
C: -1.65586 4.05050 0.89288  -0.976
H: 1.49006 2.90905 1.61605  0.209
H: 1.02040 4.78664 2.87596  0.350
H: -0.60826 5.52107 2.47784  0.341
H: 0.72542 5.72113 1.36883  0.295
H: -2.26570 4.34495 1.74698  0.477
H: -1.56189 4.97554 0.32404  0.393
H: -2.12414 3.33431 0.21768  0.014

As for the energy above the lowest of the compared OMol25 structures with the same formula, charge and spin: 6.3 kcal/mol. The largest force on an atom is 0.0797 hartree/bohr. The calculation puts the HOMO energy (spin up / spin down) at -4.42 / -7.23 eV. The orbital gap (spin up / spin down) is 4.44 / 7.24 eV. As for the spin multiplicity: 3.